# C36H53AuBN4P2S

A structure of composition C36H53AuBN4P2S (ωB97M-V/def2-TZVPD, OMol25).

Geometry as XYZ:
```
98
Properties=species:S:1:pos:R:3
Au -0.46 -0.77 -0.71
C -1.47 -1.65 3.07
C -0.09 -2.16 2.64
C 0.38 -3.28 3.57
C 0.92 -1.00 2.71
P -0.13 -2.66 0.86
C 1.59 -3.31 0.56
N 2.02 -2.69 -0.65
B 1.37 -1.57 -1.21
N 2.11 -1.20 -2.36
C 1.74 -0.15 -3.27
P 0.15 0.57 -2.63
C 0.56 2.30 -2.12
C 1.69 2.18 -1.09
C 1.04 3.17 -3.29
C -0.66 2.95 -1.47
C -0.98 0.46 -4.12
C -1.31 -1.04 -4.24
C -2.27 1.26 -3.98
C -0.28 0.94 -5.41
C 3.19 -2.07 -2.49
C 4.19 -2.14 -3.45
C 5.15 -3.14 -3.32
C 5.10 -4.05 -2.26
C 4.10 -3.98 -1.30
C 3.14 -2.99 -1.43
C -1.20 -4.13 0.45
C -0.79 -5.42 1.18
C -2.66 -3.85 0.77
C -1.02 -4.33 -1.07
H -1.37 -1.14 4.04
H -2.18 -2.46 3.20
H -1.87 -0.93 2.35
H 0.48 -2.86 4.58
H 1.35 -3.70 3.29
H -0.34 -4.10 3.64
H 0.97 -0.65 3.74
H 0.60 -0.18 2.08
H 1.93 -1.30 2.42
H 1.60 -4.39 0.51
H 2.23 -3.01 1.40
H 1.56 -0.56 -4.27
H 2.50 0.62 -3.36
H 2.65 1.92 -1.55
H 1.46 1.43 -0.32
H 1.82 3.15 -0.59
H 1.85 2.70 -3.87
H 1.43 4.10 -2.89
H 0.23 3.42 -3.97
H -1.03 2.36 -0.64
H -1.48 3.08 -2.18
H -0.38 3.94 -1.10
H -1.81 -1.39 -3.35
H -0.42 -1.65 -4.42
H -1.97 -1.18 -5.09
H -2.81 1.04 -3.06
H -2.91 1.01 -4.83
H -2.08 2.34 -4.04
H 0.71 0.52 -5.58
H -0.21 2.02 -5.45
H -0.91 0.62 -6.25
H 4.23 -1.43 -4.27
H 5.94 -3.21 -4.05
H 5.86 -4.81 -2.18
H 4.07 -4.69 -0.48
H -1.07 -5.39 2.23
H 0.26 -5.67 1.11
H -1.35 -6.24 0.73
H -2.84 -3.87 1.84
H -3.28 -4.62 0.31
H -2.98 -2.89 0.38
H 0.00 -4.61 -1.34
H -1.31 -3.44 -1.63
H -1.68 -5.14 -1.38
N 2.27 4.75 3.77
C 1.34 4.18 3.42
C 0.17 3.47 2.96
C -1.11 3.87 3.30
C -2.17 3.13 2.80
C -1.91 2.04 1.98
N -0.68 1.66 1.64
C 0.34 2.36 2.13
H -1.27 4.72 3.94
H -3.19 3.39 3.04
H -2.71 1.46 1.55
H 1.34 2.05 1.87
S -2.78 0.01 -0.70
C -4.10 -1.16 -0.47
C -4.82 -1.17 0.72
C -5.88 -2.05 0.89
C -6.23 -2.93 -0.13
C -5.53 -2.91 -1.33
C -4.47 -2.02 -1.50
H -4.55 -0.49 1.51
H -6.43 -2.06 1.82
H -7.06 -3.62 0.00
H -5.80 -3.57 -2.14
H -3.93 -2.00 -2.44
```

ΔE to the lowest compared entry with this formula, charge and spin in kJ/mol: 0.0
Multiplicity: 1
LUMO in eV: -2.623
Total charge: +1
Kohn-Sham gap in eV: 7.724

Atomic partial charges in e from the Löwdin method, atoms 1 to 8: Au 0.73; C -0.07; C -0.68; C -0.06; C -0.10; P 1.10; C -0.24; N -0.01